No. 1
The following is a DFT calculation (ωB97M-V/def2-TZVPD) of a molecular structure, C40H56N2O6P2Sb2Ti in a non-equilibrium geometry.

XYZ file:
```
109
Properties=species:S:1:pos:R:3
Ti -0.3347 -0.4971 -0.3533
C 5.5256 -0.4982 2.6399
Sb 3.4669 -0.1606 2.1602
C 3.6763 1.9388 1.8428
C 2.8206 -0.1480 4.2489
C 2.6236 1.2184 4.8461
C 3.7016 1.8172 5.5073
C 3.6354 3.1021 6.0242
C 2.4541 3.8206 5.8975
C 1.3730 3.2264 5.2634
C 1.4301 1.9340 4.7261
C 0.1864 1.3798 4.0749
Sb -0.1817 1.5308 1.9152
C 0.2621 3.6212 1.7799
C -2.2645 1.6988 2.3540
H 5.6264 -1.4170 3.2235
H 5.8946 0.3518 3.2230
H 6.1179 -0.5937 1.7254
H 4.2400 2.3741 2.6681
H 2.7011 2.4288 1.7704
H 4.1960 2.0772 0.8910
H 3.6188 -0.6696 4.7806
H 1.9186 -0.7626 4.2924
H 4.6203 1.2447 5.6172
H 4.4934 3.5314 6.5293
H 2.3700 4.8254 6.2939
H 0.4351 3.7703 5.2000
H -0.6790 1.9487 4.4176
H 0.0193 0.3293 4.3265
H -0.6745 4.1730 1.7081
H 0.8890 3.8483 0.9147
H 0.8089 3.9167 2.6799
H -2.4608 2.7172 2.6908
H -2.5090 0.9938 3.1516
H -2.8786 1.4634 1.4925
O 3.1543 1.4814 -1.2066
C 1.9825 1.2106 -1.2570
O 1.4347 0.0853 -0.8098
C 0.9884 2.1991 -1.8767
P -0.7327 1.5175 -1.9177
C -1.2464 1.5705 -3.6724
C -2.2299 0.6732 -4.0856
C -2.7188 0.7099 -5.3876
C -2.2231 1.6471 -6.2848
C -1.2531 2.5537 -5.8754
C -0.7716 2.5182 -4.5729
C -1.8325 2.8249 -1.2564
C -3.1556 2.4605 -0.9890
C -4.0678 3.4115 -0.5534
C -3.6683 4.7319 -0.3743
C -2.3566 5.1008 -0.6392
C -1.4446 4.1497 -1.0844
H 1.3632 2.4425 -2.8673
H 1.0415 3.1070 -1.2833
H -2.6268 -0.0511 -3.3803
H -3.4834 0.0065 -5.6983
H -2.5952 1.6767 -7.3015
H -0.8761 3.2977 -6.5682
H -0.0264 3.2430 -4.2649
H -3.4658 1.4263 -1.0847
H -5.0873 3.1119 -0.3371
H -4.3788 5.4723 -0.0290
H -2.0384 6.1290 -0.5031
H -0.4300 4.4637 -1.2987
O -2.9625 -3.8127 4.7135
C -3.1433 -3.3101 3.4549
O -4.2078 -3.4108 2.9387
C -1.9394 -2.7082 2.8036
C -0.6448 -2.9961 3.1165
N 0.1615 -2.3880 2.2244
N -0.5478 -1.6786 1.3182
C -1.8705 -1.8418 1.6719
C -2.8447 -1.1135 0.8639
O -4.0319 -1.0122 1.0988
O -2.2222 -0.5253 -0.1816
H -2.0861 -3.5848 5.0433
H -0.2147 -3.6418 3.8714
H 1.1699 -2.3566 2.1923
C -2.7435 -2.9401 -2.7687
C -1.4950 -3.6137 -2.1800
C -1.8232 -4.2042 -0.8012
P -0.0802 -2.4376 -2.0703
C 0.0995 -1.9032 -3.8361
C 0.2474 -3.0592 -4.8260
C 1.2335 -0.8932 -4.0423
C 1.4277 -3.5100 -1.8458
C 2.0467 -3.3662 -0.4498
C 1.2400 -4.9906 -2.1798
H -3.5842 -3.6418 -2.7478
H -2.6019 -2.6274 -3.8079
H -3.0347 -2.0682 -2.1781
H -1.1868 -4.4193 -2.8396
H -2.3994 -3.5006 -0.2012
H -0.9354 -4.4785 -0.2247
H -2.4354 -5.1038 -0.9188
H -0.8296 -1.3823 -4.0496
H 1.2195 -3.5510 -4.7182
H 0.1927 -2.6712 -5.8490
H -0.5328 -3.8183 -4.7233
H 2.2034 -1.2652 -3.7021
H 1.0468 0.0399 -3.5211
H 1.3244 -0.6606 -5.1082
H 2.1434 -3.0927 -2.5572
H 1.4350 -3.8895 0.2932
H 2.1545 -2.3268 -0.1432
H 3.0462 -3.8144 -0.4309
H 0.5285 -5.4706 -1.5024
H 2.1997 -5.5049 -2.0623
H 0.8997 -5.1612 -3.2017
```

As for the orbital gap (alpha / beta): 5.5 / 8.2 eV. The calculation puts the highest occupied orbital energy (alpha / beta) at -5.30 / -8.03 eV. The spin multiplicity is 3. The value obtained for the energy relative to the best compared isomer or geometry (same formula, charge and spin) is 30.9 kJ/mol. The calculation puts the energy at -112424.181 eV. As for the expectation value of S²: 2.02.

No. 2
The following is a DFT calculation (ωB97M-V/def2-TZVPD) of a molecular structure, C40H57N13O12P in a non-equilibrium geometry.

XYZ file:
```
123
Properties=species:S:1:pos:R:3
P 0.2851 0.0918 -0.0251
O 1.5271 -0.3326 -0.7313
O -0.3770 -1.2126 0.6791
O -0.6493 0.6914 -1.0400
O 0.5968 1.0862 1.0200
N 2.4178 1.9686 2.5140
C 2.3639 2.4421 3.7636
C 3.6432 3.2925 3.9704
C 4.3612 3.1940 2.6268
C 3.5765 2.2660 1.7992
H 1.5068 1.4065 2.0546
H 1.4800 2.2512 4.4654
H 3.8745 3.9657 4.6780
H 5.3297 3.7180 2.4569
H 3.7500 1.8628 0.6993
N -1.2308 -3.3411 -0.1385
C -2.3005 -3.1127 -1.0779
C -2.7970 -4.5570 -1.3165
C -1.9002 -5.5778 -0.6620
C -0.9195 -4.7239 0.1392
H -0.8161 -2.3580 0.3252
H -2.7010 -2.2806 -1.4780
H -3.8613 -4.5609 -1.6603
H -2.0211 -6.6405 -0.5875
H 0.0085 -4.8438 0.5213
N -0.1554 2.4203 -2.9962
C -1.0573 3.4387 -3.2394
C -0.3355 4.4428 -4.2296
C 1.1007 3.7330 -4.4420
C 1.0390 2.5056 -3.6725
H -0.4910 1.6259 -2.2113
H -2.1016 3.4872 -2.8221
H -0.6993 5.3114 -4.6615
H 1.8808 4.1319 -5.1325
H 1.8220 1.7373 -3.4593
N -0.5414 -1.7627 3.0587
C -0.3675 -0.7509 3.8954
C -0.2925 -1.4036 5.2405
C -0.6969 -2.8702 5.0757
C -0.5885 -3.0480 3.5213
H -0.5226 -1.3989 1.9618
H -0.4293 0.1872 3.6648
H -0.0718 -0.9878 6.1118
H -0.7873 -3.7381 5.6720
H -0.6258 -3.8566 2.9233
N 3.9791 0.0551 -1.1462
C 5.0098 -0.8578 -0.8957
C 6.2364 -0.2483 -1.5307
C 5.9027 1.0852 -2.0796
C 4.3638 1.1844 -1.7796
H 2.7939 -0.1822 -0.9954
H 4.9439 -1.7138 -0.3884
H 7.3035 -0.7696 -1.6249
H 6.6042 1.7272 -2.4633
H 3.7201 1.7051 -2.0763
N -0.7780 3.0286 1.6175
C -0.8630 3.8800 2.7469
C -1.9380 4.8017 2.5214
C -2.5506 4.4674 1.1610
C -1.7424 3.3036 0.7096
H -0.1491 2.2410 1.3167
H -0.0832 3.9324 3.5511
H -2.2755 5.5822 3.2440
H -3.1757 5.0472 0.6241
H -1.6749 2.8177 -0.2493
N 1.5677 -0.9573 -3.1930
C 0.3446 -1.3973 -3.6052
C 0.3120 -1.7839 -5.0537
C 1.6994 -1.2354 -5.6546
C 2.3335 -0.7946 -4.3334
H 1.7618 -0.5220 -2.1590
H -0.3799 -1.6977 -2.9088
H -0.3537 -2.3625 -5.6761
H 1.9664 -1.2405 -6.6330
H 3.2848 -0.3611 -4.1021
N -3.9399 -2.8322 1.4429
C -5.1294 -2.9520 0.5677
C -6.3412 -3.4610 1.4089
C -5.8328 -3.2734 2.7876
C -4.2929 -2.9592 2.7088
H -2.9077 -2.5992 1.0240
H -5.2264 -2.7650 -0.5822
H -7.3203 -3.6191 0.9827
H -6.4857 -3.3647 3.6448
H -3.6314 -2.7059 3.5709
N -2.8780 0.5858 -2.2987
C -2.8635 0.6812 -3.6591
C -4.3783 0.4354 -4.0905
C -5.1651 -0.0061 -2.9116
C -4.1818 0.1184 -1.8216
H -1.9412 0.4993 -1.6668
H -2.0335 0.9451 -4.2177
H -4.5730 0.4008 -5.0659
H -6.2367 -0.5351 -2.8011
H -4.1898 -0.0628 -0.6874
C 2.6199 -1.2451 2.3537
N 3.7258 -1.1290 3.2738
O 4.9692 -1.4059 3.0290
O 3.5437 -0.6195 4.3808
H 1.7127 -0.6600 2.6104
H 2.5203 -2.3673 2.3401
H 2.8622 -1.0283 1.3932
C 2.0687 -3.3498 -0.8429
N 2.8194 -4.3877 -0.1576
O 2.1979 -5.3490 0.2231
O 4.0951 -4.4600 -0.1900
H 1.7094 -3.6556 -1.7641
H 2.8260 -2.4095 -1.1162
H 1.3762 -2.9371 -0.1227
C -2.7722 0.4971 1.9520
N -3.7521 1.3946 2.3896
O -4.8278 1.5099 1.7513
O -3.5927 1.9695 3.4711
H -2.7523 -0.2993 2.4562
H -1.9519 0.8671 2.4157
H -2.6635 0.2379 0.7804
C 1.7216 3.7624 -0.5139
N 2.2254 4.9546 -1.0998
O 3.4195 4.9408 -1.3733
O 1.5417 5.9196 -0.9914
H 1.5938 3.6266 0.4689
H 2.2419 2.7990 -0.6603
H 0.6806 3.6595 -0.9918
```

As for the orbital gap: 6.8 eV. Its total charge is -3. The calculation puts the highest occupied orbital energy at -1.32 eV. The calculation puts the energy at -95606.799 eV.

No. 3
The following is a DFT calculation (ωB97M-V/def2-TZVPD) of a molecular structure, C40H58AsCl2KN4O4Si3 in a non-equilibrium geometry.

XYZ file:
```
113
Properties=species:S:1:pos:R:3
K 0.0579 -0.3029 -0.1377
C -7.6064 0.2461 -0.1957
C -6.1465 -0.0665 -0.3803
C -5.6854 -1.3383 -0.4748
C -4.3013 -1.6257 -0.6942
C -3.7331 -2.8498 -0.9486
N -4.2016 -4.0999 -0.9249
C -5.4029 -4.5953 -0.2685
C -5.3984 -4.3954 1.2567
C -4.4127 -5.2865 2.0317
N -3.0166 -5.0547 1.6909
C -2.3107 -3.9304 1.8668
C -2.4361 -2.9003 2.7670
C -3.2125 -2.9250 3.9693
C -3.1276 -1.9420 4.8982
C -3.8568 -2.0308 6.2118
C -2.3160 -0.8026 4.6093
C -1.6068 -0.6622 3.4582
C -0.8691 0.5796 3.2129
N -0.6902 1.0547 2.0595
C 0.0541 2.2789 1.9291
C -0.7243 3.3691 1.1923
C -0.9417 3.0972 -0.2998
N -1.7134 1.8902 -0.4807
C -2.9692 1.9835 -0.5459
C -3.8658 0.8304 -0.5910
C -5.2061 1.0076 -0.4419
C -3.3176 -0.5165 -0.7550
O -2.1217 -0.7282 -0.9467
C -1.5581 -1.7473 2.4806
O -0.8164 -1.7193 1.4925
H -8.2024 -0.6654 -0.1758
H -7.9742 0.8790 -1.0060
H -7.7735 0.7842 0.7401
H -6.4006 -2.1509 -0.4290
H -2.6896 -2.7817 -1.2454
H -3.5390 -4.7988 -1.2113
H -5.4892 -5.6564 -0.5066
H -6.2756 -4.0992 -0.6939
H -6.4017 -4.6082 1.6313
H -5.1775 -3.3475 1.4755
H -4.6242 -6.3384 1.8348
H -4.5675 -5.1246 3.0959
H -2.6503 -5.6610 0.9779
H -1.4702 -3.8255 1.1863
H -3.8195 -3.7936 4.1905
H -4.2915 -3.0211 6.3395
H -4.6622 -1.2946 6.2696
H -3.1757 -1.8418 7.0431
H -2.2998 0.0105 5.3299
H -0.5069 1.1036 4.1131
H 0.9494 2.0357 1.3546
H 0.3631 2.6663 2.9130
H -0.1714 4.3054 1.2929
H -1.7010 3.4991 1.6700
H 0.0288 2.9648 -0.7862
H -1.4401 3.9732 -0.7419
H -3.4771 2.9638 -0.5324
H -5.5884 2.0191 -0.3314
Cl 4.9259 4.0037 -3.7812
C 4.0823 2.9865 -2.6486
C 4.0965 3.3242 -1.2873
C 3.4346 2.5369 -0.3886
Cl 3.4895 2.9636 1.2918
C 2.6959 1.3456 -0.7543
O 2.0970 0.6427 0.0988
C 2.7163 1.0571 -2.1678
C 2.0084 -0.0723 -2.7136
O 1.3292 -0.8943 -2.1168
C 3.4104 1.8777 -3.0736
H 4.6353 4.2011 -0.9554
H 2.1207 -0.1743 -3.8140
H 3.4086 1.6160 -4.1259
C 5.1635 -5.3284 0.1054
Si 5.0695 -3.5283 -0.5145
C 6.6140 -2.6747 0.1849
C 5.3199 -3.5176 -2.4043
As 3.0968 -2.2760 -0.1157
Si 3.4032 -2.1463 2.2047
C 4.1610 -3.6925 3.0223
C 1.8539 -1.7490 3.2132
C 4.5953 -0.6978 2.4498
Si 1.5953 -4.0455 -0.5106
C 2.2239 -5.0852 -1.9792
C 1.2326 -5.1741 0.9887
C -0.1293 -3.5232 -1.1377
H 5.7403 -5.9460 -0.5867
H 4.1736 -5.7749 0.2087
H 5.6462 -5.3775 1.0833
H 7.5091 -3.2458 -0.0700
H 6.5805 -2.5757 1.2716
H 6.7218 -1.6730 -0.2385
H 6.3675 -3.3554 -2.6643
H 4.7359 -2.7080 -2.8489
H 5.0019 -4.4535 -2.8670
H 3.6296 -4.6010 2.7270
H 4.1150 -3.6151 4.1110
H 5.2074 -3.8185 2.7361
H 1.1436 -2.5793 3.2267
H 1.3469 -0.8769 2.7967
H 2.1311 -1.5233 4.2457
H 5.3665 -0.6960 1.6766
H 5.0881 -0.7172 3.4241
H 4.0453 0.2407 2.3576
H 2.9669 -5.8382 -1.7153
H 2.6825 -4.4056 -2.7020
H 1.3987 -5.5906 -2.4852
H 1.9982 -5.9411 1.1225
H 0.2692 -5.6803 0.8804
H 1.1961 -4.5787 1.9053
H -0.0545 -3.0628 -2.1249
H -0.5897 -2.7869 -0.4807
H -0.7803 -4.4015 -1.2237
```

As for the orbital gap: 5.7 eV. The calculation puts the highest occupied orbital energy at -6.71 eV. The value obtained for the energy relative to the best compared isomer or geometry (same formula, charge and spin) is 71.6 kJ/mol. The calculation puts the energy at -182416.180 eV.

No. 4
The following is a DFT calculation (ωB97M-V/def2-TZVPD) of a molecular structure, C40H58BiClF9O10P3 in a non-equilibrium geometry.

XYZ file:
```
122
Properties=species:S:1:pos:R:3
Bi 0.8573 -1.8385 -0.2986
C -2.5766 -3.0095 2.2612
O -2.0637 -3.0223 0.8754
C -3.1169 -3.1435 -0.0684
C -2.7801 -2.5358 -1.3849
O -1.4690 -3.0389 -1.7286
C -1.3302 -3.9907 -2.7827
C 0.0622 -4.6774 -2.7189
O 1.0704 -3.7560 -3.0058
C 2.4199 -4.2026 -3.0002
H -1.9184 -3.6751 2.8374
H -3.6064 -3.3988 2.3720
H -2.5328 -1.9726 2.5524
H -4.0221 -2.6801 0.3637
H -3.4182 -4.1736 -0.2442
H -2.7198 -1.4110 -1.3491
H -3.6316 -2.8344 -2.1181
H -1.3778 -3.4620 -3.7545
H -2.1696 -4.7030 -2.7205
H 0.0683 -5.4773 -3.5359
H 0.1751 -5.1577 -1.7357
H 2.4594 -4.8940 -3.8149
H 2.7634 -4.6911 -2.0575
H 3.0270 -3.2609 -3.1741
C 2.6671 -1.4037 5.9235
C 1.9323 -2.2615 4.9070
C 0.4828 -1.9119 4.8132
O 2.5637 -2.0141 3.5616
P 2.8185 -3.0092 2.3879
O 1.6385 -3.1338 1.3523
C 4.2981 -2.4128 1.5616
P 4.1492 -1.0741 0.3949
O 2.9002 -1.0934 -0.4563
O 4.0027 0.3290 1.1157
C 4.9262 1.3514 1.6249
C 5.2578 2.2852 0.4546
C 4.2144 1.9966 2.7970
O 5.4501 -1.1356 -0.3916
C 6.2094 -0.7921 -1.5789
C 6.3963 -2.0650 -2.4841
C 7.5509 -0.2159 -1.1523
O 3.2270 -4.4173 2.9284
C 2.3791 -5.5001 3.5459
C 2.2838 -6.6855 2.5409
C 3.1391 -5.8964 4.7831
H 2.3186 -1.7347 6.9498
H 2.4729 -0.3256 5.7362
H 3.7557 -1.5829 5.8385
H 2.1445 -3.3354 5.0152
H 0.4666 -0.8526 4.5109
H 0.0201 -2.0353 5.7918
H -0.0064 -2.6128 4.1132
H 4.8220 -3.3189 1.1164
H 4.9848 -2.0788 2.4519
H 5.8830 0.8152 1.9522
H 4.3544 2.8030 -0.0132
H 5.7251 1.6003 -0.2673
H 6.0515 2.9503 0.8011
H 3.1200 2.0174 2.5725
H 4.5731 3.0418 2.9260
H 4.4044 1.4385 3.7460
H 5.6060 -0.0632 -2.1394
H 7.0984 -2.7323 -1.9178
H 6.9095 -1.7102 -3.3595
H 5.4204 -2.5401 -2.7942
H 7.9764 -0.9528 -0.3717
H 7.4579 0.7578 -0.6175
H 8.2374 -0.1771 -2.0041
H 1.3747 -5.0445 3.7182
H 3.3260 -6.9648 2.1946
H 1.6012 -6.4034 1.6935
H 1.8362 -7.5699 2.9712
H 3.1029 -5.1141 5.5225
H 4.1580 -6.1495 4.4355
H 2.8299 -6.8383 5.2339
O 0.9839 -0.9193 -2.6103
H 0.4608 -1.5184 -3.1791
H 0.7100 0.0251 -2.7111
Cl 0.0235 0.3103 0.6046
F -10.0974 4.5284 -0.2501
C -9.7522 3.3901 -0.8978
F -10.3296 3.4265 -2.1516
F -10.3434 2.3419 -0.2865
C -8.3016 3.2546 -1.0946
C -7.8304 2.0733 -1.7550
C -6.4562 1.8742 -1.8708
C -5.5563 2.8379 -1.3943
C -6.0112 3.9611 -0.6930
C -7.3990 4.1289 -0.5369
P -3.7527 2.5762 -1.8211
C -2.8292 3.4052 -0.5106
C -3.3363 3.3832 0.8076
C -2.5591 3.9144 1.8046
C -1.3715 4.6659 1.5207
C -0.8741 4.6446 0.2261
C -1.5806 3.9377 -0.7357
C -0.6981 5.4047 2.6282
F -1.2295 5.0888 3.8489
F 0.6234 5.1765 2.7622
F -0.7917 6.7679 2.5794
C -3.5540 3.7200 -3.1629
C -3.3248 3.2128 -4.4285
C -3.0210 4.0991 -5.5273
C -2.8658 5.4617 -5.2339
C -3.0917 5.9800 -3.9181
C -3.3209 5.0752 -2.8941
C -2.3301 6.3927 -6.3301
F -2.7809 6.0440 -7.5703
F -2.6003 7.7437 -6.0144
F -0.9819 6.2915 -6.4858
H -8.5362 1.3814 -2.1184
H -6.0991 0.8642 -2.1623
H -5.3614 4.6102 -0.2015
H -7.7252 5.0382 0.0326
H -4.2696 2.8643 1.1131
H -2.9133 3.9271 2.8375
H 0.0920 5.1892 0.0454
H -1.2026 3.9195 -1.7713
H -3.2447 2.1183 -4.5410
H -2.9261 3.6517 -6.5757
H -2.9301 7.0492 -3.7185
H -3.3959 5.4663 -1.8637
```

As for the orbital gap: 6.8 eV. Its total charge is +2. The calculation puts the highest occupied orbital energy at -11.99 eV. The value obtained for the energy relative to the best compared isomer or geometry (same formula, charge and spin) is 259.8 kJ/mol. The calculation puts the energy at -133573.452 eV.

The highest energy belongs to which entry? C40H57N13O12P

What is the energy in the fourth record? -133573.452 eV

Which formula does entry 3 have? C40H58AsCl2KN4O4Si3

Among the records above, which one has the highest energy? C40H57N13O12P